Here is a single C15H18F2N2O3 molecule from OMol25. Energies are from ωB97M-V/def2-TZVPD.

The geometry in XYZ format:
```
40
Properties=species:S:1:pos:R:3:forces:R:3:mulliken_charge:R:1
C -0.237084 -2.223198 -1.591999 -0.020 -0.034 0.220 -0.48
O -0.395001 -3.096934 1.942701 0.083 0.137 -0.889 -0.38
C 0.642971 -4.259530 0.057465 0.089 -0.167 0.081 -0.76
O -1.822348 2.387342 -0.855802 -0.016 0.184 -0.439 -0.62
H -0.001559 3.709078 -2.147815 -0.013 0.023 -0.040 0.23
H -0.458785 4.473040 0.049409 0.015 0.060 0.081 0.34
H -3.410815 0.770383 0.349870 0.155 0.062 0.015 0.33
C -2.696651 1.214529 1.053078 -0.045 -0.073 -0.427 -0.53
C 0.919736 -4.292102 -1.300302 -0.087 0.138 0.040 -0.63
C -1.615030 1.974392 0.265116 -0.129 -0.374 0.752 0.16
C 0.558264 4.123575 -0.113790 -0.045 0.071 -0.092 -1.03
C -0.074096 -3.204364 0.595711 -0.059 0.103 -0.057 0.59
N -1.498262 -0.830313 1.491949 0.375 -0.649 0.401 -0.12
H -0.423023 -3.740495 3.814879 0.094 -0.016 -0.420 0.24
H 2.097120 1.153591 -0.340777 -0.023 -0.078 0.019 0.40
H -0.443249 1.682478 1.874672 -0.103 -0.029 -0.124 0.37
C 0.889499 4.018650 -1.602639 0.100 0.117 0.020 -0.50
O -2.172748 0.248698 1.955285 -0.368 0.663 0.215 -0.43
H 1.441315 2.728900 1.304331 -0.089 -0.016 -0.075 0.53
H -0.582430 -1.426328 -2.234509 -0.057 0.108 -0.035 0.42
C -1.278806 -1.018249 0.258245 -0.544 0.909 -0.343 0.21
F 1.296168 -4.221784 2.916755 0.221 0.217 -0.129 -0.26
H 0.557267 1.324929 -1.193172 -0.035 -0.048 -0.005 0.05
H 0.995084 -5.066312 0.679795 -0.024 0.022 0.064 0.39
C 0.480898 -3.274384 -2.127567 0.041 -0.039 -0.102 -0.81
C -0.528543 -2.161199 -0.229095 0.335 -0.625 0.163 0.42
H 0.695576 -3.299704 -3.184647 0.014 0.005 -0.092 0.40
C 1.358045 1.871055 -0.695103 0.175 0.021 0.045 -0.45
H -1.614974 -0.338114 -0.527950 -0.068 0.049 0.100 0.43
H 1.242277 4.812901 0.381931 0.012 0.039 0.021 0.37
C 1.932289 2.906881 -1.656066 -0.114 -0.062 -0.053 -0.81
C 0.752997 2.700937 0.456176 -0.034 0.036 -0.201 0.03
N -0.477463 2.120777 0.966113 0.126 -0.064 0.410 -0.05
H 1.480349 -5.120763 -1.704248 0.051 -0.078 -0.026 0.39
C -0.048894 -4.035635 2.822322 0.047 -0.556 1.366 0.34
H 2.893248 3.271785 -1.288241 0.088 0.021 -0.028 0.31
H 2.073244 2.507064 -2.658685 0.100 -0.008 -0.042 0.38
F -0.546793 -5.266908 2.530908 -0.252 -0.055 -0.228 -0.26
H 1.249335 4.959807 -2.014560 -0.024 0.049 -0.066 0.39
H -3.229126 1.915524 1.700257 0.029 -0.065 -0.099 0.39
```
Forces are in eV/Å.

As for the multiplicity: 1. As for the structure (SMILES): O=C(CO/N=C/c1ccccc1OC(F)F)NC1CCCC1. The relative energy (zero: lowest compared OMol25 entry of this formula, charge and spin) is 2.095 eV. The calculation puts the LUMO energy at 0.0197 Eh. The value obtained for the frontier orbital gap is 9.42 eV.

***

Here is C15H18InN4 as an isolated structure from OMol25. Energies are from ωB97M-V/def2-TZVPD.

The geometry in XYZ format:
```
38
Properties=species:S:1:pos:R:3:forces:R:3:mulliken_charge:R:1
H -3.384510 -3.665114 -0.019415 0.040 0.032 -0.025 0.43
C 1.258493 2.630285 -0.383814 0.020 -0.187 0.006 0.52
H -1.445111 -5.080718 0.769803 0.104 -0.019 -0.050 0.42
H -2.004848 2.782752 -0.274802 -0.019 -0.030 0.018 -0.02
H 5.582912 0.868908 -0.359148 -0.052 -0.007 0.001 0.44
C -2.665390 -2.917354 -0.363593 0.018 0.193 0.088 -1.31
H -1.547801 5.223423 -0.317537 0.025 -0.050 -0.001 0.43
H -2.137129 -1.660535 2.043166 -0.004 -0.035 0.051 0.29
C 3.645703 1.785079 -0.372602 0.154 0.074 -0.005 -0.57
C -1.710044 -2.667647 1.951531 -0.027 0.211 -0.080 -1.56
H -0.547388 -4.590045 -0.684784 0.029 -0.004 0.027 0.40
C 4.002327 -0.584018 -0.414325 0.056 0.054 -0.014 -0.72
C 0.586297 4.923405 -0.390431 0.027 0.077 -0.002 -0.37
H -0.799419 -2.708342 2.549292 -0.015 -0.008 0.000 0.36
N -4.547899 0.809544 -0.281010 0.142 0.015 0.025 0.00
In -0.476135 -0.121987 -0.148822 0.413 -0.187 -0.025 0.94
H -5.544598 0.726590 -0.332807 0.013 -0.022 0.000 0.29
C -0.733193 4.512343 -0.337922 -0.006 0.025 -0.008 -0.90
H 0.188279 -4.399327 0.925977 -0.001 0.004 -0.012 0.40
N -0.022640 2.234724 -0.333006 -0.441 -0.213 0.098 -0.31
H 4.040796 2.789542 -0.339648 -0.007 -0.025 0.001 0.31
N -0.307511 -2.132587 -0.046929 -0.407 1.034 0.182 -0.32
H -2.434032 -3.382404 2.349957 0.038 0.015 -0.028 0.42
C -1.391444 -2.933266 0.481189 0.581 -0.665 -0.298 1.49
H 2.158815 -1.716854 -0.450697 -0.075 0.036 0.030 0.47
C 2.283424 1.550537 -0.398995 -0.067 0.051 -0.016 0.82
H 2.623400 4.284369 -0.467199 0.007 -0.023 0.003 0.33
C 2.629449 -0.740906 -0.435124 -0.053 0.008 -0.041 -0.11
C -3.395889 0.896802 -0.214311 -0.169 -0.073 -0.029 -0.26
N 1.801100 0.309660 -0.430906 -0.086 -0.520 0.040 -0.22
H 0.836312 5.976373 -0.410920 -0.008 -0.029 -0.007 0.45
C -0.740560 -4.351584 0.359894 -0.405 0.158 0.138 -1.74
C 4.512909 0.702237 -0.381232 0.072 0.029 -0.001 -0.47
H -3.135202 -1.930601 -0.280359 -0.016 -0.049 -0.047 0.09
C 1.591927 3.971768 -0.417442 0.010 0.148 -0.010 -0.68
H 4.649926 -1.449581 -0.419817 -0.033 0.020 -0.002 0.42
C -0.994035 3.156015 -0.312274 0.152 -0.029 -0.016 0.47
H -2.427285 -3.101470 -1.410927 -0.009 -0.008 0.010 0.36
```
Forces are in eV/Å.

As for the net charge: +1. As for the multiplicity: 1. The calculation puts the LUMO energy at -0.1415 Eh. The value obtained for the frontier orbital gap is 6.83 eV.

***

Here is a single C15H18N2O2 molecule from OMol25. Energies are from ωB97M-V/def2-TZVPD.

The geometry in XYZ format:
```
37
Properties=species:S:1:pos:R:3:forces:R:3:mulliken_charge:R:1
H -4.152613 -3.200541 -2.657467 -0.036 -0.072 -0.030 0.38
H -3.821630 -2.852391 -0.236740 -0.031 -0.058 0.059 0.39
C 2.319787 -0.615335 1.552233 0.059 0.232 -0.095 -1.24
C -1.677642 1.215382 -0.869565 -0.272 0.103 -0.186 -1.32
O 3.974699 0.366330 -0.666008 -0.009 -0.175 -0.105 -0.57
H 0.698343 0.384173 -2.164149 0.038 0.011 -0.112 0.38
H 4.359337 -0.132486 2.083076 0.061 0.093 0.004 0.36
C 0.177500 0.765529 2.056380 -0.058 -0.090 -0.385 0.74
C -3.657641 -2.309307 -2.301141 -0.037 -0.063 -0.089 -0.41
H 2.581319 -1.346480 0.785767 0.038 -0.066 0.106 0.40
C -3.471094 -2.113851 -0.942527 -0.016 -0.025 0.065 -0.69
H -2.211883 0.517252 -3.451592 0.069 0.078 -0.065 0.35
N -0.857750 1.244260 1.388644 -0.448 0.376 0.624 -1.29
C -3.206782 -1.359393 -3.200990 -0.057 -0.066 -0.089 -0.57
C 3.852600 0.974986 0.363716 0.042 -0.013 -0.098 0.53
H 3.217318 1.193220 2.378149 0.043 -0.062 0.038 0.26
H 4.311107 2.653532 -0.425190 -0.042 -0.330 0.013 0.36
C -2.378355 -0.017465 -1.385449 -0.022 0.000 -0.091 0.63
H 1.917420 -0.616880 -1.372877 0.018 0.006 -0.047 0.43
C 0.321486 0.974736 3.522142 -0.021 0.035 -0.111 -1.28
C 0.862054 -0.359123 -1.385348 -0.026 -0.133 0.005 -1.74
H -2.393411 1.872841 -0.366481 0.186 -0.027 -0.087 0.31
C 3.477032 0.384207 1.696563 -0.086 -0.200 0.001 -0.39
H 2.191509 -1.139389 2.501961 0.062 -0.070 -0.054 0.37
H -2.689901 -0.815893 0.571933 0.043 0.010 0.130 0.44
H -0.602628 1.385163 3.918790 -0.032 0.016 0.090 0.39
C -2.837033 -0.972809 -0.486768 0.013 0.033 -0.005 -0.14
H 1.131822 1.671793 3.734703 0.043 0.032 0.103 0.23
C 0.452439 0.171577 -0.060968 0.155 -0.001 0.214 0.48
H 0.542860 0.032836 4.022214 0.009 -0.026 0.112 0.35
H -1.218300 1.765224 -1.698574 -0.080 -0.028 0.093 0.49
N -0.682612 0.888637 0.114758 0.519 -0.115 0.058 1.07
O 4.060690 2.295447 0.441319 0.056 0.598 0.228 -0.48
C 1.043887 0.068330 1.186536 -0.144 -0.045 -0.244 0.55
H 0.281527 -1.246849 -1.640727 -0.028 -0.026 -0.082 0.24
H -3.349000 -1.507367 -4.261440 -0.009 -0.019 -0.083 0.38
C -2.566463 -0.219895 -2.744882 0.001 0.087 0.115 -0.38
```
Forces are in eV/Å.

As for the multiplicity: 1. As for the structure (SMILES): Cc1nn(Cc2ccccc2)c(C)c1CCC(=O)O. The relative energy (zero: lowest compared OMol25 entry of this formula, charge and spin) is 1.123 eV. The calculation puts the LUMO energy at 0.0267 Eh. The value obtained for the frontier orbital gap is 9.37 eV.

***

HOMO energy (Eh)
-0.3265; -0.3925; -0.3175